<P>
Below is an isolated ion of composition C5H13N4O and charge +1, with properties calculated with ωB97M-V with the def2-TZVPD basis set.

Its total charge is +1. Its structure (SMILES) is NC1(N)C=C[NH2+]N1CCO. For the HOMO energy, the calculation gives -0.487 hartree.

Each atom is followed by the atoms it is bonded to, with distances in Å.
Positions of all 23 atoms, in Å:
1 C 1.74 1.19 -0.29  C2 1.311, C3 1.581, H11 1.096
2 C 0.68 1.92 -0.05  C1 1.311, N9 1.415, H12 1.109
3 C 1.48 -0.34 0.05  C1 1.581, N6 1.599, N7 1.429, N8 1.449
4 C -1.00 -0.85 -0.59  C5 1.566, N6 1.447, H13 1.096, H14 1.055
5 C -2.45 -0.65 -0.02  C4 1.566, O10 1.429, H15 1.117, H16 1.077
6 N -0.08 -0.27 0.37  C3 1.599, C4 1.447, N9 1.478
7 N 1.63 -1.00 -1.21  C3 1.429, H17 1.001, H18 0.985
8 N 2.26 -0.84 1.16  C3 1.449, H19 1.122, H20 1.039
9 N -0.36 1.17 0.55  C2 1.415, N6 1.478, H21 1.060, H22 1.197
10 O -2.78 0.74 -0.05  C5 1.429, H23 0.983
11 H 2.69 1.48 -0.74  C1 1.096
12 H 0.59 3.00 -0.28  C2 1.109
13 H -0.73 -1.91 -0.71  C4 1.096
14 H -0.85 -0.36 -1.51  C4 1.055
15 H -2.28 -1.12 0.98  C5 1.117
16 H -3.09 -1.26 -0.64  C5 1.077
17 H 2.05 -0.47 -1.95  N7 1.001
18 H 1.98 -1.92 -1.09  N7 0.985
19 H 2.06 -0.30 2.13  N8 1.122
20 H 2.01 -1.81 1.41  N8 1.039
21 H -0.48 1.41 1.58  N9 1.060
22 H -1.54 1.23 0.37  N9 1.197
23 H -3.54 0.97 0.53  O10 0.983



<Q>
Below is an isolated ion of composition C5H13N4O and charge +1, with properties calculated with ωB97M-V with the def2-TZVPD basis set.

Its total charge is +1. For the HOMO energy (alpha / beta), the calculation gives -0.492 / -0.496 hartree.

Each atom is followed by the atoms it is bonded to, with distances in Å.
Positions of all 23 atoms, in Å:
1 C -0.51 1.43 -0.11  C2 1.555, N6 1.276, N7 1.308
2 C -1.92 1.00 0.39  C1 1.555, C3 1.476, H11 1.107, H12 1.078
3 C -1.67 -0.29 1.07  C2 1.476, N9 1.481, H13 1.138, H14 1.127
4 C 1.53 0.23 -0.84  C5 1.537, N7 1.411, H15 1.089, H16 1.057
5 C 2.18 -0.07 0.52  C4 1.537, O10 1.426, H17 1.112, H18 1.088
6 N -0.21 2.67 -0.18  C1 1.276, H19 1.128
7 N 0.14 0.45 -0.67  C1 1.308, C4 1.411
8 N -1.64 -1.69 -0.95  N9 1.401, H20 0.995, H21 1.026
9 N -0.91 -1.12 0.11  C3 1.481, N8 1.401, H22 1.047
10 O 2.16 -1.48 0.71  C5 1.426, H23 0.959
11 H -2.37 1.82 0.97  C2 1.107
12 H -2.42 0.82 -0.54  C2 1.078
13 H -1.01 -0.29 1.99  C3 1.138
14 H -2.67 -0.82 1.16  C3 1.127
15 H 2.00 1.18 -1.07  C4 1.089
16 H 1.79 -0.37 -1.67  C4 1.057
17 H 1.52 0.29 1.35  C5 1.112
18 H 3.19 0.33 0.59  C5 1.088
19 H 0.85 2.81 -0.54  N6 1.128
20 H -1.90 -1.09 -1.70  N8 0.995
21 H -0.99 -2.31 -1.43  N8 1.026
22 H -0.12 -1.69 0.48  N9 1.047
23 H 2.99 -1.79 0.34  O10 0.959



Most stable structure: <P>



<P>
Below is a 2-piece molecular cluster, C6H10N2S2 overall, with properties calculated with ωB97M-V with the def2-TZVPD basis set.

For the HOMO energy (alpha / beta), the calculation gives -0.303 / -0.303 hartree.

Each atom is followed by the atoms it is bonded to, with distances in Å.
Positions of all 20 atoms, in Å:
1 C -2.00 1.76 0.54  C2 1.386, C3 1.364, H11 1.093
2 C -2.39 0.64 -0.18  C1 1.386, N7 1.353, H12 1.126
3 C -0.95 2.35 -0.10  C1 1.364, N8 1.443, H20 1.143
4 C 0.60 -1.93 -0.91  C6 1.504, H13 1.034, H14 1.135, H15 1.071
5 C 1.41 -1.37 1.43  C6 1.465, H16 1.138, H17 1.096, H18 1.076
6 C 1.36 -1.01 0.01  C4 1.504, C5 1.465, S10 1.613
7 N -1.61 0.57 -1.29  C2 1.353, N8 1.305
8 N -0.74 1.54 -1.27  C3 1.443, N7 1.305, H19 1.002
9 S 3.14 1.21 0.75  S10 1.937
10 S 1.99 0.36 -0.55  C6 1.613, S9 1.937
11 H -2.58 2.23 1.34  C1 1.093
12 H -3.08 -0.21 0.08  C2 1.126
13 H 1.22 -2.65 -1.32  C4 1.034
14 H 0.23 -1.29 -1.77  C4 1.135
15 H -0.18 -2.50 -0.44  C4 1.071
16 H 0.39 -1.75 1.77  C5 1.138
17 H 1.57 -0.53 2.11  C5 1.096
18 H 2.07 -2.15 1.77  C5 1.076
19 H -0.02 1.38 -1.95  N8 1.002
20 H -0.41 3.35 -0.02  C3 1.143



<Q>
Below is a 2-piece molecular cluster, C6H10N2S2 overall, with properties calculated with ωB97M-V with the def2-TZVPD basis set.

For the HOMO energy (alpha / beta), the calculation gives -0.277 / -0.277 hartree.

Each atom is followed by the atoms it is bonded to, with distances in Å.
Positions of all 20 atoms, in Å:
1 C -0.08 -1.26 -1.48  C5 1.292, N7 1.435, H11 1.074
2 C -1.65 -0.43 0.11  C6 1.490, N7 1.276, N8 1.333
3 C 3.65 1.59 -0.07  S10 1.658, H12 1.105, H13 1.106
4 C 2.11 1.08 2.06  S10 1.704, H14 1.126, H15 1.051
5 C -0.70 -1.35 -2.61  C1 1.292, H16 1.003, H17 1.143
6 C -2.60 -0.79 1.20  C2 1.490, H18 1.115, H19 1.044, H20 1.069
7 N -0.73 -1.26 -0.20  C1 1.435, C2 1.276
8 N -1.81 0.76 -0.47  C2 1.333, S9 1.577
9 S -2.70 2.01 -0.13  N8 1.577
10 S 2.42 2.24 0.85  C3 1.658, C4 1.704
11 H 0.98 -1.17 -1.32  C1 1.074
12 H 4.01 0.57 0.11  C3 1.105
13 H 3.92 1.94 -1.08  C3 1.106
14 H 2.40 0.00 1.94  C4 1.126
15 H 1.57 1.33 2.93  C4 1.051
16 H -0.21 -1.42 -3.49  C5 1.003
17 H -1.84 -1.36 -2.68  C5 1.143
18 H -2.47 -0.14 2.10  C6 1.115
19 H -2.70 -1.81 1.40  C6 1.044
20 H -3.57 -0.53 0.84  C6 1.069



Most stable structure: <P>



<P>
Below is an isolated ion of composition C5H10N3S and charge +1, with properties calculated with ωB97M-V with the def2-TZVPD basis set.

Its total charge is +1. For the HOMO energy, the calculation gives -0.503 hartree.

Each atom is followed by the atoms it is bonded to, with distances in Å.
Positions of all 19 atoms, in Å:
1 C -0.28 -0.88 -1.97  C3 1.526, N6 1.293, H10 1.153
2 C -0.20 -1.98 0.30  C3 1.443, N7 1.229, H11 1.120
3 C -0.48 -2.12 -1.11  C1 1.526, C2 1.443, H12 1.098, H13 1.057
4 C -0.17 0.91 -0.32  N6 1.334, N8 1.345, S9 1.707
5 C 1.88 1.89 1.55  S9 1.818, H14 1.165, H15 1.038, H16 1.094
6 N -0.28 0.33 -1.51  C1 1.293, C4 1.334
7 N -0.94 -1.46 1.13  C2 1.229, H18 1.048
8 N -1.15 1.66 0.22  C4 1.345, H17 0.995, H19 1.021
9 S 1.39 0.64 0.33  C4 1.707, C5 1.818
10 H -0.05 -0.97 -3.10  C1 1.153
11 H 0.75 -2.39 0.73  C2 1.120
12 H -1.54 -2.39 -1.22  C3 1.098
13 H 0.15 -2.82 -1.60  C3 1.057
14 H 1.09 2.69 1.26  C5 1.165
15 H 2.84 2.27 1.52  C5 1.038
16 H 1.64 1.41 2.51  C5 1.094
17 H -0.96 2.29 0.96  N8 0.995
18 H -1.85 -1.12 0.72  N7 1.048
19 H -1.85 2.05 -0.41  N8 1.021



<Q>
Below is an isolated ion of composition C5H10N3S and charge +1, with properties calculated with ωB97M-V with the def2-TZVPD basis set.

Its total charge is +1. Its structure (SMILES) is C[N@H+]1CN2CCSC2=N1. For the HOMO energy, the calculation gives -0.487 hartree.

Each atom is followed by the atoms it is bonded to, with distances in Å.
Positions of all 19 atoms, in Å:
1 C 0.57 1.00 -1.02  N6 1.344, N7 1.367, S9 1.672
2 C 2.04 0.03 0.61  C3 1.493, N7 1.417, H10 1.044, H11 1.071
3 C 2.96 0.65 -0.38  C2 1.493, S9 1.827, H12 1.045, H13 1.140
4 C -0.56 0.02 0.64  N7 1.452, N8 1.504, H14 1.142, H15 1.190
5 C -2.41 -0.33 -1.02  N8 1.527, H16 1.013, H17 1.155, H18 1.019
6 N -0.70 1.35 -1.27  C1 1.344, N8 1.404
7 N 0.75 0.15 0.03  C1 1.367, C2 1.417, C4 1.452
8 N -1.50 0.67 -0.33  C4 1.504, C5 1.527, N6 1.404, H19 1.118
9 S 2.01 1.61 -1.62  C1 1.672, C3 1.827
10 H 2.23 -0.99 0.70  C2 1.044
11 H 2.11 0.55 1.55  C2 1.071
12 H 3.77 1.22 -0.07  C3 1.045
13 H 3.56 -0.14 -0.95  C3 1.140
14 H -0.78 -1.04 1.01  C4 1.142
15 H -0.37 0.66 1.63  C4 1.190
16 H -1.95 -1.21 -1.20  C5 1.013
17 H -3.29 -0.64 -0.33  C5 1.155
18 H -2.90 0.20 -1.74  C5 1.019
19 H -2.04 1.43 0.28  N8 1.118



Most stable structure: <P>



<P>
Below is one molecule with the formula C2H6N4O2, with properties calculated with ωB97M-V with the def2-TZVPD basis set.

Its structure (SMILES) is [H]/N=C(\N)OC(=O)NN. For the HOMO energy, the calculation gives -0.360 hartree.

Each atom is followed by the atoms it is bonded to, with distances in Å.
Positions of all 14 atoms, in Å:
1 C -1.00 -0.06 0.15  N10 1.352, O13 1.203, O14 1.405
2 C 1.20 -0.08 -0.91  N11 1.358, N12 1.253, O14 1.380
3 H -0.36 -0.93 2.67  N9 1.022
4 H 0.06 0.57 2.07  N9 1.008
5 H -2.53 0.04 1.42  N10 1.024
6 H 2.30 1.21 0.03  N11 1.029
7 H 2.45 1.30 -1.70  N11 1.003
8 H 1.57 -0.65 -2.61  N12 1.000
9 N -0.69 0.01 2.45  H3 1.022, H4 1.008, N10 1.402
10 N -1.55 -0.26 1.37  C1 1.352, H5 1.024, N9 1.402
11 N 1.89 1.09 -0.90  C2 1.358, H6 1.029, H7 1.003
12 N 1.04 -0.93 -1.81  C2 1.253, H8 1.000
13 O -1.60 0.18 -0.86  C1 1.203
14 O 0.40 -0.18 0.21  C1 1.405, C2 1.380



<Q>
Below is a 2-piece molecular cluster, C2H6N4O2 overall, with properties calculated with ωB97M-V with the def2-TZVPD basis set.

For the HOMO energy, the calculation gives -0.315 hartree.

Each atom is followed by the atoms it is bonded to, with distances in Å.
Positions of all 14 atoms, in Å:
1 C 0.37 0.02 -0.31  N10 1.328, N11 1.314, O13 1.414
2 C -1.53 -1.33 -0.19  H6 1.060, O13 1.322, O14 1.235
3 H -1.18 1.84 -1.05  N9 1.141
4 H -2.02 1.13 0.33  N9 1.061
5 H 0.76 1.95 0.46  N10 1.073
6 H -2.24 -1.79 -0.83  C2 1.060
7 H 3.22 -0.65 -0.48  N12 1.211
8 H 2.33 -1.11 1.50  no bonds
9 N -1.31 1.88 0.09  H3 1.141, H4 1.061, N10 1.618
10 N 0.09 1.12 0.38  C1 1.328, H5 1.073, N9 1.618
11 N 1.42 -0.77 -0.37  C1 1.314, N12 1.363
12 N 2.45 -0.30 0.39  H7 1.211, N11 1.363
13 O -0.70 -0.63 -0.95  C1 1.414, C2 1.322
14 O -1.66 -1.36 1.03  C2 1.235



Most stable structure: <P>